{
  "formula": "C3H7N4O3",
  "method": "ωB97M-V/def2-TZVPD",
  "homo_energy_ev": -12.8,
  "e_above_lowest_kcal_mol": 93.7,
  "total_charge": 1,
  "e_tot_ev": -15315.7283,
  "symbols": ["C", "H", "C", "N", "C", "H", "H", "N", "H", "H", "O", "H", "N", "N", "O", "H", "O"],
  "coordinates": [[-0.10552, 0.65093, -0.27879], [-0.39018, -2.57019, -0.76430], [1.23892, 0.72665, -0.16518], [1.97053, -0.54347, 0.05563], [-1.19223, -0.88994, -0.01506], [1.63642, 2.74251, -0.37888], [2.97955, 1.59416, 0.14251], [1.97785, 1.81543, -0.17296], [-2.03006, 0.61363, 1.00645], [-2.03037, -2.60553, -0.56770], [-0.85933, 1.79404, -0.02742], [-2.70539, -0.99851, 1.18216], [-2.18958, -0.37043, 0.65200], [-1.16704, -2.07066, -0.57660], [3.17599, -0.42876, 0.25766], [-1.58409, 2.05235, -0.62742], [1.27453, -1.51221, 0.27792]],
  "mulliken_charge": [0.13, 0.23, 0.13, 1.05, 0.58, 0.22, 0.28, -0.37, 0.30, 0.26, -0.60, 0.26, -0.37, -0.28, -0.59, 0.42, -0.64]
}